57
Properties=species:S:1:pos:R:3 method="wB97M-V/def2-TZVPD" spin_multiplicity=1 total_charge=+1 orbital_gap_ev=7.35 smiles=CN(C)c1ccc(C2([NH+]3CCCCC3)c3ccccc3-c3ccccc32)cc1 lumo_ev=-2.81 e_above_lowest_kcal_mol=54.9
C -5.861 0.230 0.839
N -4.748 0.192 1.771
C -5.223 0.062 3.139
C -3.424 0.064 1.385
C -2.909 0.884 0.351
C -1.549 0.918 0.119
C -0.695 -0.060 0.603
C 0.762 0.015 0.062
C 1.601 -1.161 0.575
C 2.871 -0.706 1.014
C 3.829 -1.567 1.546
C 3.568 -2.949 1.492
C 2.291 -3.406 1.134
C 1.275 -2.503 0.751
C 2.816 0.773 1.076
C 1.523 1.180 0.734
C 1.079 2.457 1.040
C 2.028 3.382 1.524
C 3.346 2.991 1.781
C 3.711 1.649 1.689
C -1.213 -0.927 1.604
C -2.536 -0.812 2.041
H -5.553 0.484 -0.180
H -6.363 -0.754 0.830
H -6.576 0.982 1.222
H -4.546 0.521 3.875
H -6.189 0.577 3.180
H -5.399 -0.994 3.413
H -3.590 1.535 -0.206
H -1.152 1.710 -0.504
H 4.714 -1.138 2.001
H 4.346 -3.639 1.791
H 2.088 -4.482 1.150
H 0.258 -2.877 0.596
H 0.030 2.740 0.943
H 1.721 4.414 1.694
H 4.080 3.728 2.107
H 4.637 1.255 2.098
H -0.601 -1.690 2.065
H -2.905 -1.450 2.860
C 1.360 0.090 -4.598
C -0.028 0.217 -3.996
C -0.117 0.568 -2.494
N 1.076 0.312 -1.575
C 2.103 -0.664 -2.202
C 2.085 -0.922 -3.711
H 1.266 -0.342 -5.604
H 1.891 1.035 -4.748
H -0.643 0.912 -4.573
H -0.520 -0.757 -4.146
H -0.364 1.641 -2.415
H -0.949 -0.006 -2.077
H 1.567 1.202 -1.527
H 3.108 -0.313 -1.902
H 1.935 -1.620 -1.688
H 1.581 -1.886 -3.883
H 3.106 -1.093 -4.064